(1)
Here is C28H26N4O6RuS as an isolated structure from OMol25. Energies are from wB97M-V/def2-TZVPD.

Values from the calculation:
spin multiplicity	6
energy relative to the best compared isomer or geometry (same formula, charge and spin)	14.0	kJ/mol
HOMO-LUMO gap (spin up / spin down)	0.28618 / 0.26551	hartree
charge	-1

The geometry in XYZ format:
```
66
C28H26N4O6RuS, DFT wB97M-V/def2-TZVPD
Ru -0.3312 -0.6234 0.9597
S -1.4990 -2.3102 2.5096
O -0.0158 -2.5097 2.4671
O 3.5899 -2.4588 0.7882
O -1.6580 -0.8731 2.9171
O -0.0411 2.8538 3.3849
O -2.2437 -3.2657 3.2680
O -1.8735 -2.2755 1.0213
N 1.5413 -1.6052 0.0923
N 1.4992 0.0185 2.0713
N -0.5033 1.5505 1.5156
N -0.7934 -0.1437 -1.2811
C 1.8665 -2.0656 -3.5582
C 1.0798 -4.1133 -2.5951
C -2.8831 4.4397 -0.4152
C 1.4182 -3.3694 -3.7164
C 0.7041 4.0199 0.7360
C 2.4734 -0.0937 -2.1147
C 3.0226 -0.0119 4.2862
C 2.5816 -1.7673 0.9237
C 2.4672 -0.8794 2.1510
C 1.9584 -1.4982 -2.2901
C -2.2035 0.4646 -3.5722
C -0.7577 3.7455 0.5069
C -0.7902 1.0977 -1.7695
C -1.3357 2.5395 0.9351
C 1.2362 0.8971 3.0247
C -3.4406 3.2430 0.0072
C 1.1576 -3.5710 -1.3136
C -1.4809 1.4457 -2.9156
C -1.5418 4.6813 -0.1606
C 1.5791 -2.2506 -1.1715
C 0.1189 1.8676 2.6755
C 3.2847 -0.9163 3.2619
C 1.9951 0.9210 4.1770
C -3.3334 0.9935 1.1048
C -2.2049 -0.8280 -3.0744
C -2.6854 2.2831 0.6765
C -1.4915 -1.0938 -1.9205
C 0.8055 -4.3879 -0.1006
H 0.7442 -5.1387 -2.7066
H 1.3070 3.1305 0.5321
H -2.8951 0.1094 0.6333
H -2.7673 0.7078 -4.4647
H -0.2104 1.8269 -1.2209
H 0.4446 -5.3751 -0.3940
H -2.7549 -1.6235 -3.5577
H -4.4874 3.0340 -0.1869
H 1.6841 -4.5106 0.5370
H 0.8940 4.2933 1.7760
H 0.0455 -3.9013 0.5136
H -3.4866 5.1742 -0.9345
H -4.3877 0.9920 0.8244
H 2.4917 0.4386 -3.0678
H 1.0473 4.8285 0.0896
H -3.2450 0.8220 2.1763
H -1.4615 2.4703 -3.2603
H 3.6285 -0.0328 5.1841
H 4.0818 -1.6450 3.3066
H -1.0833 5.6083 -0.4890
H 3.4896 -0.1063 -1.7107
H 1.8669 0.4670 -1.4034
H 2.1452 -1.4755 -4.4250
H 1.7688 1.6458 4.9461
H 1.3382 -3.8044 -4.7055
H -1.4697 -2.0854 -1.4845
```

natural (NBO) population analysis, charges in e, atoms 1 to 4: atom 1 (Ru): 1.65, atom 2 (S): 2.54, atom 3 (O): -0.99, atom 4 (O): -0.66

=====

(2)
Here is an isolated ion of composition C4H8O2 and charge -2 from OMol25. Energies are from wB97M-V/def2-TZVPD.

Values from the calculation:
structure (SMILES)	[O-]CCCC[O-]
spin multiplicity	1
energy relative to the best compared isomer or geometry (same formula, charge and spin)	68.4	kJ/mol
HOMO-LUMO gap	0.23762	hartree
charge	-2

The geometry in XYZ format:
```
14
C4H8O2, DFT wB97M-V/def2-TZVPD
O -1.0127 1.9304 2.2563
O 0.8237 -2.0096 -2.2332
C 0.1155 0.5841 0.5023
C -1.2515 1.0757 1.1983
C 1.1764 -1.2098 -1.0926
C -0.0443 -0.3425 -0.6513
H 2.0376 -0.5487 -1.3189
H 1.5595 -1.8905 -0.2928
H -0.5017 -0.0254 -1.6131
H -1.7361 0.2291 1.6105
H -1.7657 1.6193 0.4120
H 0.6178 1.4826 0.1366
H 0.7853 0.2204 1.3353
H -0.8038 -1.1150 -0.2491
```

natural (NBO) population analysis, charges in e, atoms 1 to 4: atom 1 (O): -1.03, atom 2 (O): -1.04, atom 3 (C): -0.44, atom 4 (C): -0.03

=====

(3)
Here is a 12-piece molecular cluster, H24O12 overall from OMol25. Energies are from wB97M-V/def2-TZVPD.

Values from the calculation:
spin multiplicity	2
energy relative to the best compared isomer or geometry (same formula, charge and spin)	303.3	kJ/mol
HOMO-LUMO gap (spin up / spin down)	0.38325 / 0.08980	hartree
charge	+1

The geometry in XYZ format:
```
36
H24O12, DFT wB97M-V/def2-TZVPD
O 1.2452 1.5137 -1.4176
O -4.5028 0.5764 0.6290
O 3.9144 0.7208 -0.7096
O -0.5226 -1.5360 0.6062
O 2.6844 -0.8589 3.3019
O -1.5696 2.8701 -1.8925
O 2.2501 -2.8114 -1.6743
O -2.5713 -1.8533 -2.7711
O 0.7702 2.8450 1.9280
O -3.5864 -3.1507 0.2851
O 2.1955 -0.8763 0.2460
O -1.7057 1.8098 0.4708
H 1.4478 0.6052 -1.3101
H -2.6651 -3.2546 0.0160
H 2.3472 -0.6131 4.1713
H -3.2623 -1.3072 -2.3624
H -4.4663 0.9368 1.5247
H 2.2337 -1.8387 0.1990
H -1.7006 2.7704 0.2754
H -3.7997 1.0067 0.1457
H 1.5288 3.3421 1.6916
H -1.9746 3.1190 -2.7186
H 0.1078 3.3602 2.3900
H 4.5582 0.2003 -0.2275
H -1.9931 -1.9472 -1.9966
H -0.8341 -0.7915 1.1111
H 2.9201 -2.1237 -1.7105
H 3.0363 0.3432 -0.5735
H -0.9415 1.6341 -0.1284
H -3.6653 -2.2906 0.7125
H -0.6189 2.8842 -1.7684
H 1.9466 2.1367 -1.2371
H 2.3246 -3.1624 -2.5703
H 3.0250 -1.7345 3.4787
H 0.2757 -1.9041 0.9616
H 1.5681 -0.6201 0.9239
```

natural (NBO) population analysis, charges in e, atoms 1 to 4: atom 1 (O): -0.99, atom 2 (O): -0.88, atom 3 (O): -0.98, atom 4 (O): -0.96

=====

(4)
Here is C7H28HgN8O8 as an isolated structure from OMol25. Energies are from wB97M-V/def2-TZVPD.

Values from the calculation:
spin multiplicity	1
HOMO-LUMO gap	0.28142	hartree
charge	0

The geometry in XYZ format:
```
52
C7H28HgN8O8, DFT wB97M-V/def2-TZVPD
Hg 0.4786 -0.7172 1.9358
O 0.1826 -0.0146 -0.3075
O 2.0391 0.8240 2.1394
O 4.4415 1.3765 -2.7262
O 1.0522 -1.8840 -4.0721
O -4.9829 0.9025 2.5702
O -1.1183 -2.4927 2.3819
O -0.7789 0.9658 2.7909
O -0.6101 3.6289 2.0776
N -3.9186 -0.0405 0.8517
N 3.0692 2.1327 0.7262
N 0.4678 -3.9736 -3.5344
N 3.0776 -0.1626 -1.7908
N 0.3268 -2.5376 -2.0093
N 2.2898 1.7847 -2.1960
N -3.9092 2.1228 1.0498
N 3.8384 1.9631 2.7456
C 3.3219 0.9922 -2.3403
C 2.9939 1.5707 1.8744
C -1.1209 -3.2013 1.1654
C -0.6301 0.9192 -0.9775
C 0.6812 -2.6920 -3.2749
C -2.3049 -3.0576 0.2401
C -4.3557 0.9878 1.5281
H 3.8223 -0.8439 -1.8293
H -1.3763 0.3547 -1.5367
H 0.3428 -4.3781 -4.4514
H -0.5583 1.7873 2.3518
H 3.7967 2.8010 0.5158
H -4.3307 -0.9601 0.7841
H -2.1115 -3.6450 -0.6575
H 2.2900 1.9566 0.1082
H -0.0569 -3.2975 -1.4658
H 0.0159 4.3273 1.8863
H -0.2257 -2.8468 0.6545
H -3.9933 2.9427 1.6337
H 4.6688 2.4677 2.4702
H 1.4018 1.3842 -1.9292
H -0.1446 1.5082 -1.7555
H 3.6787 1.6924 3.7054
H 2.5117 2.7503 -2.3923
H 0.3213 -1.6460 -1.5348
H -2.3633 -2.0506 -0.1730
H -3.3750 2.2011 0.1962
H -3.3061 -3.3262 0.5770
H -3.0428 0.0622 0.3592
H 2.1331 -0.3471 -1.4841
H -1.2652 3.6969 1.3830
H 0.1608 -4.5541 -2.7671
H -1.3143 1.2299 3.5392
H -1.1465 1.6188 -0.3202
H -1.0646 -4.2833 1.2840
```

natural (NBO) population analysis, charges in e, atoms 1 to 4: atom 1 (Hg): 1.54, atom 2 (O): -1.06, atom 3 (O): -0.82, atom 4 (O): -0.71

=====

(5)
Here is C61H61Ge3Sb2Y as an isolated structure from OMol25. Energies are from wB97M-V/def2-TZVPD.

Values from the calculation:
spin multiplicity	2
HOMO-LUMO gap (spin up / spin down)	0.23234 / 0.21914	hartree
charge	+1

The geometry in XYZ format:
```
128
C61H61Ge3Sb2Y, DFT wB97M-V/def2-TZVPD
Sb -0.1438 -0.5173 2.8608
Sb 3.4378 -0.5536 -2.0124
Y -0.2020 -0.4613 -0.6163
Ge 0.1023 3.5252 -0.9881
Ge -3.3472 -2.7353 -2.8930
Ge -2.9994 -1.0960 -1.1448
C 2.6296 -0.9657 6.2088
C 2.0334 3.6754 -1.1263
C -4.1633 0.8283 -3.0353
C -2.5239 5.1235 -3.8766
C -1.2787 3.0535 1.5206
C 2.6667 -2.5151 -1.6548
C 2.9071 0.5176 -0.2148
C 1.5992 0.4949 1.9487
C -5.2127 -2.9420 -3.3779
C -1.2921 -4.5177 1.4585
C -4.3985 -1.5614 2.8685
C 1.8294 -0.8029 7.3351
C -3.9002 0.5818 -1.6829
C -4.5050 -3.0065 0.5117
C 1.5986 -4.3523 -0.4709
C 0.2414 -3.5225 3.5630
C -0.1837 5.1893 1.3844
C -2.2753 -2.2012 -4.4372
C -1.7325 3.3575 2.7999
C -0.9019 -5.3599 2.4894
C 1.9086 -2.9933 -0.5828
C 5.6941 -1.9410 -0.3954
C -0.4927 3.9583 0.7990
C 4.2234 4.1636 -0.2088
C -0.4774 1.6958 -1.3082
C 4.8174 3.8165 -1.4154
C -0.0893 -0.4473 5.9253
C 7.9979 -1.2358 -0.3167
C -0.6376 5.4974 2.6624
C 7.7327 -0.2554 -1.2628
C -1.4083 4.5815 3.3714
C 2.8394 4.0935 -0.0670
C 2.0748 -0.8682 4.9392
C -0.1551 -2.6552 2.5397
C -1.7871 6.1496 -4.4565
C 2.0091 -5.2362 -1.4528
C -2.6214 -4.4624 -2.3208
C -0.1220 -4.8647 3.5280
C -5.1550 2.9624 -2.5227
C 2.7254 -4.7688 -2.5507
C -1.9785 4.3732 -2.8414
C -4.7844 2.0025 -3.4533
C -4.2758 1.5665 -0.7639
C 3.0492 -3.4255 -2.6484
C -5.0215 -2.8013 2.8539
C 6.9808 -2.0808 0.1133
C -3.8250 -1.0531 1.7079
C 2.6434 3.3404 -2.3405
C 0.4737 -0.5437 7.1948
C -0.6889 4.6407 -2.3703
C 4.0252 3.4068 -2.4839
C -4.8970 2.7414 -1.1753
C -3.8644 -1.7594 0.5038
C 5.4206 -0.9522 -1.3416
C -0.9079 -3.1850 1.4898
C 6.4473 -0.1133 -1.7763
C -0.5081 6.4294 -3.9957
C -5.0759 -3.5241 1.6691
C 0.0389 5.6770 -2.9624
C 0.7116 -0.6132 4.7974
C 2.8135 -0.1128 1.1965
H 3.7269 0.1226 1.7459
H 4.9151 -2.6201 -0.0641
H 2.7914 -1.2000 1.1755
H -5.6444 3.8753 -2.8424
H -5.5658 -4.4910 1.6466
H -2.5062 -5.1100 -3.1935
H 5.8937 3.8770 -1.5274
H 7.1909 -2.8549 0.8418
H -1.8898 -4.8897 0.6346
H -4.9814 2.1627 -4.5071
H -1.2210 -2.5728 0.6518
H 0.4076 5.9204 0.8414
H -5.7880 -3.2981 -2.5221
H -2.5837 3.5885 -2.3954
H -5.6382 -1.9953 -3.7126
H -4.0998 1.4263 0.2957
H 4.4831 3.1504 -3.4317
H 2.0024 1.0850 -0.4476
H 8.5275 0.3937 -1.6104
H 0.0639 7.2349 -4.4392
H 1.0691 -4.7164 0.3971
H -5.1781 3.4870 -0.4398
H 1.0439 5.9016 -2.6206
H 8.9994 -1.3475 0.0806
H 0.8155 -3.1584 4.4044
H 0.1870 -5.5201 4.3337
H -3.8887 0.0962 -3.7851
H -4.3569 -0.9875 3.7870
H -3.5239 4.9023 -4.2311
H -2.6251 -1.2739 -4.8896
H 1.9002 1.0221 2.8552
H -2.2088 6.7289 -5.2686
H 3.6897 1.2772 -0.2428
H -1.2010 -6.4009 2.4817
H 2.0364 3.0270 -3.1856
H 2.2665 -0.8768 8.3233
H -5.4693 -3.1983 3.7569
H 6.2545 0.6513 -2.5223
H -0.1488 -0.4122 8.0714
H -2.3083 -2.9870 -5.1955
H -1.6390 -4.3438 -1.8556
H -3.3224 -0.0963 1.7629
H -4.5691 -3.5859 -0.4016
H -1.5576 1.7327 -1.5230
H 2.7095 -1.0031 4.0700
H 1.1241 1.2624 1.3284
H -0.3953 6.4563 3.1047
H 2.3910 4.3540 0.8866
H -3.2856 -4.9607 -1.6127
H 3.6258 -3.0859 -3.5041
H 1.7796 -6.2912 -1.3607
H -2.3456 2.6470 3.3457
H 4.8366 4.4911 0.6211
H 3.6879 -1.1684 6.3188
H 1.6338 -2.3554 0.2576
H -1.5526 2.1014 1.0759
H -5.2930 -3.6731 -4.1856
H 3.0421 -5.4565 -3.3258
H -1.7641 4.8271 4.3654
H -1.1502 -0.2467 5.8258
H -1.2330 -2.0645 -4.1397
```

natural (NBO) population analysis, charges in e, atoms 1 to 4: atom 1 (Sb): 1.06, atom 2 (Sb): 1.12, atom 3 (Y): 1.73, atom 4 (Ge): 1.56

=====

(6)
Here is a 16-piece molecular cluster, C4H38O16 overall from OMol25. Energies are from wB97M-V/def2-TZVPD.

Values from the calculation:
spin multiplicity	1
HOMO-LUMO gap	0.22819	hartree
charge	-2

The geometry in XYZ format:
```
58
C4H38O16, DFT wB97M-V/def2-TZVPD
O 32.1941 10.0799 -1.4513
O 33.6116 12.2515 -0.5811
O 32.7229 10.9566 5.7721
O 31.6855 12.3976 1.9944
O 34.0756 8.0525 0.0072
O 33.1072 14.9399 1.0955
O 33.4911 7.8755 3.0729
O 31.2352 7.9178 0.9909
O 33.3639 10.2830 1.4342
O 34.6364 12.8589 5.6569
O 36.3095 7.4023 2.0099
O 31.6494 13.2902 4.6764
O 35.8321 10.4571 -1.4480
O 33.6259 8.1975 5.7434
O 31.2988 10.0382 3.4208
O 34.0231 14.6922 3.8326
C 34.5125 11.9439 2.6298
C 34.9080 8.6618 5.5081
C 35.9663 7.5959 5.3539
C 34.6652 10.5900 1.8797
H 31.5359 12.5361 2.9351
H 32.1934 15.0920 0.8521
H 33.6709 11.7509 0.2571
H 34.1605 12.0607 5.5069
H 35.4162 12.0636 3.1777
H 34.6669 12.8290 1.8891
H 35.1276 9.4574 6.2373
H 32.4807 11.9087 1.9598
H 35.0994 9.8593 2.4564
H 33.8920 8.6781 2.7370
H 34.0776 14.7584 2.9003
H 32.5761 13.3554 4.8959
H 36.6216 8.2985 2.0061
H 33.6758 12.0176 3.3320
H 31.8878 8.3443 1.5382
H 33.3768 15.4102 4.0332
H 31.1611 12.8732 5.4519
H 35.8231 7.0396 4.4451
H 31.8591 9.2594 -1.0575
H 33.6797 8.6187 0.6221
H 31.6731 10.5870 4.1055
H 30.3628 7.9464 1.4675
H 33.1462 14.0090 1.1077
H 37.0588 7.9097 5.3069
H 34.7834 13.1628 4.7944
H 31.8999 11.0681 6.2592
H 33.3433 8.0851 3.9828
H 35.2870 10.8990 1.0555
H 32.9083 10.0406 5.6373
H 35.5919 7.4455 2.6558
H 35.8957 6.8529 6.2142
H 31.9018 10.1970 2.6711
H 34.8310 9.3339 4.6285
H 33.9433 7.1436 0.3125
H 35.8290 10.0157 -0.5737
H 32.8784 10.4643 -0.8113
H 35.9771 9.8831 -2.1578
H 34.4375 11.8932 -0.9989
```

natural (NBO) population analysis, charges in e, atoms 1 to 4: atom 1 (O): -1.00, atom 2 (O): -0.99, atom 3 (O): -1.00, atom 4 (O): -1.00

=====

Number 1: largest force on an atom 0.772 eV/A. Number 2: largest force on an atom 3.782 eV/A. Number 3: largest force on an atom 2.842 eV/A. Number 4: largest force on an atom 4.978 eV/A. Number 5: largest force on an atom 0.943 eV/A. Number 6: largest force on an atom 5.287 eV/A.